No. 1
Density functional theory data (wB97M-V/def2-TZVPD) for a structure of composition C21H36AuN3SSi3.

XYZ file:
```
65
Properties=species:S:1:pos:R:3:forces:R:3
Au -0.368 1.133 -0.216 -0.84 -0.34 -0.26
C -2.255 -1.753 -3.726 0.17 0.13 0.10
Si -1.902 -0.770 -2.140 -0.11 0.01 0.18
C -3.377 0.411 -1.938 0.18 -0.01 -0.04
C -2.003 -2.010 -0.700 0.09 0.05 -0.13
C -0.225 0.084 -2.124 0.28 0.04 -0.01
Si 0.081 1.341 -3.478 0.07 0.09 0.12
C 0.494 0.476 -5.116 -0.09 0.05 0.18
C -1.420 2.452 -3.777 0.06 -0.22 0.03
C 1.529 2.506 -3.084 -0.08 -0.16 -0.06
Si 1.177 -1.103 -1.831 0.02 0.09 -0.07
C 2.916 -0.442 -2.181 -0.25 0.08 -0.04
C 1.051 -2.740 -2.781 -0.07 0.18 0.09
C 1.340 -1.586 0.024 0.00 -0.16 -0.13
C 1.800 -2.843 0.420 -0.01 -0.03 0.01
C 2.056 -3.105 1.755 -0.03 0.06 0.03
C 1.850 -2.094 2.685 0.00 -0.05 -0.05
C 1.375 -0.877 2.224 0.06 -0.08 0.06
N 1.126 -0.632 0.941 0.07 0.17 0.19
H -3.224 -2.254 -3.661 -0.03 0.03 0.06
H -1.498 -2.516 -3.918 -0.02 0.02 -0.01
H -2.286 -1.089 -4.594 -0.02 -0.01 0.01
H -4.050 0.047 -1.159 -0.01 -0.04 0.00
H -3.949 0.494 -2.865 0.00 -0.01 0.00
H -3.058 1.415 -1.652 -0.01 -0.02 -0.01
H -3.039 -2.304 -0.517 -0.02 -0.01 -0.06
H -1.613 -1.561 0.218 -0.01 0.02 0.02
H -1.426 -2.918 -0.896 -0.01 0.00 0.03
H -0.290 -0.237 -5.384 0.02 0.01 -0.02
H 1.430 -0.083 -5.033 0.00 0.00 -0.02
H 0.599 1.185 -5.940 0.01 0.03 0.01
H -2.286 1.875 -4.110 -0.01 0.04 -0.01
H -1.197 3.198 -4.543 0.04 -0.03 -0.03
H -1.703 2.981 -2.865 0.02 -0.01 0.01
H 2.490 2.052 -3.332 -0.01 0.03 0.01
H 1.548 2.767 -2.023 -0.04 0.00 0.00
H 1.442 3.432 -3.657 -0.03 -0.01 -0.03
H 3.037 -0.192 -3.238 0.05 -0.01 0.02
H 3.663 -1.197 -1.926 -0.04 -0.05 0.02
H 3.125 0.454 -1.595 -0.01 0.00 -0.01
H 0.872 -2.533 -3.839 0.02 0.00 0.00
H 0.222 -3.353 -2.421 0.01 -0.02 -0.04
H 1.967 -3.330 -2.713 0.03 0.03 0.03
H 1.954 -3.611 -0.328 0.02 -0.01 0.02
H 2.417 -4.076 2.070 0.00 0.00 -0.01
H 2.063 -2.242 3.736 -0.03 0.01 0.01
H 1.194 -0.054 2.911 0.07 -0.07 -0.02
N -1.856 -0.252 3.399 0.03 -0.04 -0.08
C -1.543 0.918 2.817 0.29 -0.07 0.19
S -2.333 1.428 1.424 0.34 0.19 -0.45
N -0.578 1.689 3.371 -0.19 0.04 -0.06
C -0.043 1.715 4.673 0.15 -0.13 0.26
C -0.628 1.069 5.761 -0.08 0.01 -0.10
C -0.063 1.197 7.022 0.05 0.03 0.04
C 1.076 1.961 7.217 0.01 0.00 0.03
C 1.656 2.606 6.133 -0.01 0.01 -0.02
C 1.106 2.482 4.871 -0.06 -0.04 -0.12
H -2.439 -0.856 2.842 -0.03 0.01 0.01
H -1.194 -0.706 4.010 -0.01 0.07 0.03
H -0.329 2.469 2.782 -0.06 0.08 0.00
H -1.544 0.510 5.640 0.00 0.06 0.08
H -0.535 0.707 7.863 0.00 -0.02 -0.01
H 1.503 2.064 8.205 0.00 -0.02 0.00
H 2.540 3.216 6.268 0.00 -0.02 0.01
H 1.553 2.987 4.022 0.03 0.00 0.03
```
Forces are in eV/Å.

For the max |F|, the calculation gives 0.95 eV/A. The frontier orbital gap is 7.402 eV. The value obtained for the molecular weight is 643.8 g mol⁻¹. Its calculated total energy is -64995.66394 eV. The LUMO energy is 0.00030 hartree. As for the multiplicity: 1.

No. 2
Density functional theory data (wB97M-V/def2-TZVPD) for a structure of composition C21H36BN6O2PS2Zn at a distorted geometry.

XYZ file:
```
70
Properties=species:S:1:pos:R:3:forces:R:3
Zn 0.382 0.536 -0.053 -0.11 0.71 -0.02
C 1.928 3.926 0.416 0.23 -0.34 -2.92
C 2.816 2.723 0.228 -0.01 0.54 -0.33
C 4.216 2.634 0.142 -0.02 -0.66 0.47
C 4.507 1.274 0.113 -1.82 0.83 -0.38
C 5.819 0.662 -0.051 0.98 0.02 -1.88
N 3.318 0.608 0.107 0.63 0.35 -0.25
N 2.300 1.512 0.162 -0.37 -0.83 0.22
B 3.057 -0.938 0.127 -0.86 0.94 0.05
N 2.224 -1.373 -1.109 0.61 0.18 -0.28
N 1.151 -0.634 -1.467 -0.32 -0.82 -0.75
C 0.730 -1.087 -2.654 0.93 -0.12 0.60
C -0.433 -0.447 -3.249 -0.83 1.35 -1.48
C 1.585 -2.120 -3.098 -0.57 0.81 0.15
C 2.502 -2.248 -2.088 1.23 -0.64 0.53
C 3.728 -3.130 -2.042 -0.61 0.37 -0.10
N 2.143 -1.182 1.364 0.54 0.01 -0.14
N 0.863 -0.673 1.456 1.34 -0.28 -0.90
C 0.412 -1.043 2.615 -1.54 -0.61 2.11
C -0.981 -0.775 3.108 0.03 0.63 0.22
C 1.354 -1.781 3.326 0.83 0.07 -0.22
C 2.466 -1.825 2.488 -0.23 -1.04 0.35
C 3.778 -2.560 2.731 -2.08 -0.20 0.04
H 2.384 4.840 0.039 0.27 -0.02 0.22
H 0.965 3.864 -0.116 0.40 -0.38 -0.02
H 1.667 4.024 1.400 -0.44 0.43 2.72
H 4.968 3.396 0.156 -0.03 0.37 0.00
H 6.500 1.424 -0.504 -0.39 -0.57 0.54
H 6.248 0.290 0.846 0.39 -0.33 0.87
H 5.776 -0.160 -0.785 0.05 0.19 0.36
H 4.126 -1.452 0.162 -0.09 -0.44 0.22
H -0.272 0.660 -3.324 -0.16 -0.82 0.40
H -0.590 -0.737 -4.298 0.02 -0.29 0.35
H -1.349 -0.635 -2.675 0.28 0.05 -0.16
H 1.618 -2.602 -4.059 -0.23 -0.14 0.04
H 3.780 -3.680 -2.976 0.11 -0.13 -0.04
H 4.600 -2.497 -1.951 0.34 0.01 -0.01
H 3.731 -3.833 -1.209 -0.12 0.04 0.01
H -1.186 0.304 3.125 0.00 -0.12 -0.15
H -1.724 -1.231 2.459 0.13 -0.13 -0.07
H -1.135 -1.125 4.143 0.27 -0.05 -0.48
H 1.277 -2.187 4.321 -0.10 -0.03 -0.08
H 3.715 -2.952 3.739 0.26 0.05 0.26
H 3.944 -3.415 2.079 -0.11 0.15 -0.29
H 4.549 -1.861 2.633 1.51 0.80 -0.04
C -4.640 -0.087 -2.804 -0.64 -0.41 -0.86
C -4.401 1.299 -2.353 1.32 1.00 0.45
C -3.248 1.910 -3.142 -0.23 -1.19 0.10
O -4.148 1.382 -0.915 0.50 -0.20 -0.13
P -2.845 0.843 -0.114 -0.53 1.77 0.70
S -1.226 2.119 -0.431 -0.78 -0.51 0.23
S -2.435 -1.022 -0.345 0.34 -0.72 0.12
O -3.377 1.270 1.368 0.10 -1.11 -0.48
C -4.154 0.304 2.186 0.31 0.95 -0.14
C -4.687 1.122 3.344 -0.18 -0.13 0.82
C -5.275 -0.360 1.446 -0.74 -0.71 -0.93
H -4.819 -0.038 -3.883 0.15 -0.25 0.03
H -5.503 -0.533 -2.369 -0.94 -0.20 0.49
H -3.843 -0.763 -2.563 0.63 -0.06 -0.18
H -5.257 1.955 -2.498 -0.26 -0.19 0.17
H -2.401 1.235 -3.218 0.20 0.03 0.48
H -2.963 2.854 -2.768 0.45 1.03 0.49
H -3.547 2.015 -4.153 -0.61 0.32 -1.11
H -3.450 -0.437 2.550 0.00 -0.01 0.03
H -5.369 1.928 3.089 -0.29 -0.20 -0.57
H -3.910 1.640 3.882 0.64 -0.05 0.15
H -5.194 0.469 4.076 0.16 0.17 -0.36
H -5.871 0.411 0.925 0.19 -0.43 0.14
H -5.922 -0.843 2.189 0.04 0.10 -0.11
H -4.971 -1.168 0.722 -0.14 1.06 0.69
```
Forces are in eV/Å.

For the max |F|, the calculation gives 2.95 eV/A. The frontier orbital gap is 8.811 eV. The value obtained for the molecular weight is 575.9 g mol⁻¹. As for the relative energy (zero: lowest compared OMol25 entry of this formula, charge and spin): 0.0 kJ/mol. Its calculated total energy is -115457.98260 eV. The LUMO energy is 0.01972 hartree. As for the multiplicity: 1.

No. 3
Density functional theory data (wB97M-V/def2-TZVPD) for a structure of composition C21H36Br18O15 at a distorted geometry.

XYZ file:
```
90
Properties=species:S:1:pos:R:3:forces:R:3
C -3.959 3.015 0.806 0.95 0.58 -0.09
O -4.659 2.310 -0.248 0.97 0.37 0.43
C -5.968 2.291 -0.165 -1.18 -0.91 -2.14
O -6.690 2.418 0.773 0.29 0.38 0.95
O -6.427 2.025 -1.449 -0.97 0.12 1.35
C -7.883 1.931 -1.497 -1.04 1.65 -1.62
H -4.668 3.293 1.588 0.22 0.01 -0.10
H -3.488 3.918 0.330 -0.54 -0.82 0.59
H -3.129 2.401 1.224 -0.80 0.21 -0.47
H -8.277 2.629 -2.344 1.09 -1.45 1.06
H -8.353 2.396 -0.618 0.45 -0.68 -0.06
H -8.249 0.900 -1.684 0.57 0.62 0.26
C -1.633 -3.212 -2.928 -0.85 2.25 3.14
O -2.871 -3.231 -2.001 1.25 0.85 -0.17
C -2.712 -2.501 -0.865 1.89 -0.79 -1.07
O -1.616 -2.087 -0.493 -1.56 0.07 -0.20
O -3.874 -2.389 -0.251 0.40 -0.10 -0.24
C -4.022 -1.342 0.703 0.28 0.92 0.21
H -0.778 -3.552 -2.305 -0.52 0.01 -0.90
H -1.507 -2.141 -3.254 0.04 -1.08 0.41
H -1.956 -3.778 -3.739 -0.19 -1.29 -1.17
H -4.758 -0.690 0.250 -0.41 0.19 0.26
H -3.118 -0.704 0.854 -0.40 -0.99 -0.13
H -4.382 -1.768 1.642 0.14 0.11 -0.16
C 3.352 4.424 1.152 -1.18 0.58 -0.47
O 2.129 5.175 1.306 -1.12 -0.22 -0.80
C 1.321 5.091 0.227 1.46 -1.28 -2.63
O 1.606 4.464 -0.825 -0.95 1.49 2.83
O 0.245 5.827 0.398 -0.06 -0.26 0.94
C -0.727 5.780 -0.635 0.17 1.96 -1.46
H 3.250 3.805 0.279 0.27 -0.36 -0.14
H 3.485 3.893 2.047 0.25 -0.84 1.08
H 4.103 5.153 1.034 1.21 0.67 -0.24
H -1.727 5.900 -0.253 -0.15 -0.50 0.78
H -0.600 4.893 -1.246 -0.09 0.11 -0.07
H -0.608 6.748 -1.225 0.17 -1.41 0.23
C 3.482 -5.798 -1.518 0.28 0.14 -0.87
O 3.494 -4.374 -1.776 0.02 -0.46 0.31
C 2.348 -3.796 -1.459 -1.63 0.50 0.41
O 1.244 -4.333 -1.357 1.54 0.81 -0.21
O 2.596 -2.498 -1.249 1.56 -1.00 -0.65
C 1.581 -1.605 -0.905 0.94 0.74 0.89
H 3.654 -5.977 -0.481 -0.41 0.04 0.99
H 4.362 -6.250 -1.984 -0.40 0.29 -0.54
H 2.520 -6.158 -1.876 0.38 -0.51 0.09
H 1.161 -1.916 0.013 -0.91 -0.34 0.86
H 0.886 -1.523 -1.678 -1.38 0.19 -1.07
H 2.059 -0.641 -0.689 -0.01 -0.25 -0.39
C -0.018 4.930 4.729 1.51 -0.88 1.17
O -0.036 3.634 4.068 -1.70 1.61 -1.27
C -0.815 3.731 2.918 0.76 1.26 -0.49
O -1.656 4.594 2.651 1.96 -2.51 0.77
O -0.345 2.835 2.026 -2.03 1.72 -0.78
C 0.337 1.713 2.493 -0.93 -1.32 -0.58
H 0.180 4.671 5.791 0.25 0.52 -0.73
H -0.947 5.411 4.674 -1.43 0.44 -0.15
H 0.727 5.608 4.261 -0.19 -0.70 0.39
H 1.257 1.992 2.885 1.80 0.28 0.75
H 0.459 1.018 1.647 -0.10 0.34 0.33
H -0.292 1.289 3.253 0.09 -0.78 0.46
C 0.078 -7.455 -0.867 -0.44 -1.01 -1.27
Br 0.347 -7.848 -2.800 0.13 0.21 0.61
Br 1.405 -8.352 0.183 -0.13 0.28 0.01
Br -1.711 -8.037 -0.453 0.06 0.03 0.26
H 0.105 -6.388 -0.810 0.34 0.50 0.39
C 4.797 0.242 -2.780 0.06 -0.26 -0.73
Br 6.590 0.869 -2.680 0.64 0.09 -0.02
Br 4.576 -1.014 -4.289 0.06 0.31 0.81
Br 3.614 1.727 -2.999 -0.32 -0.01 0.28
H 4.645 -0.257 -1.833 -0.49 -0.25 -0.15
C 7.225 -2.996 0.373 -0.05 -1.23 -0.72
Br 8.766 -4.146 0.528 -0.03 -0.05 -0.04
Br 5.961 -3.390 1.761 0.07 -0.05 -0.04
Br 6.417 -3.097 -1.378 -0.02 -0.08 0.12
H 7.613 -2.021 0.398 0.16 1.21 0.63
C -0.244 -3.741 1.802 1.24 0.35 -0.23
Br -0.426 -2.836 3.478 -0.23 0.36 0.04
Br -1.707 -4.788 1.367 -1.06 -0.93 -0.11
Br 1.412 -4.731 1.832 0.26 -0.39 0.16
H -0.108 -3.079 0.959 -0.25 0.50 0.31
C -4.209 2.725 -3.416 0.91 -0.92 0.43
Br -2.516 3.535 -3.916 -0.31 0.29 -0.10
Br -3.834 0.793 -3.240 -0.28 0.35 0.04
Br -5.613 2.977 -4.696 0.20 0.27 0.39
H -4.406 3.069 -2.390 -0.43 -0.12 -0.84
C 4.450 -0.382 2.576 0.82 -1.20 -1.58
Br 5.651 0.380 3.859 -0.31 -0.10 0.04
Br 4.134 0.879 1.090 -0.39 -0.23 0.59
Br 2.894 -1.299 3.315 0.48 0.73 -0.36
H 5.008 -1.183 2.001 -0.75 1.07 1.21
```
Forces are in eV/Å.

For the max |F|, the calculation gives 3.95 eV/A. The frontier orbital gap is 9.517 eV. The value obtained for the molecular weight is 1966.8 g mol⁻¹. Its calculated total energy is -1313834.52361 eV. The LUMO energy is -0.01776 hartree. As for the multiplicity: 1.